ORCA calculation (wB97M-V/def2-TZVPD) on one molecule with the formula C8H4F4N2 in a non-equilibrium geometry.

The geometry in XYZ format:
```
18
Properties=species:S:1:pos:R:3
C 2.723 0.057 0.536
C -2.216 -0.068 -0.281
C -2.098 -1.319 -0.752
C -1.021 0.798 0.044
C -0.858 -1.995 -0.731
C 0.332 0.092 -0.072
C 0.240 -1.357 -0.481
C 1.516 0.673 0.189
N 3.795 -0.360 0.566
N 1.378 2.074 0.595
F 1.476 -1.871 -0.515
F -1.274 1.069 1.415
F 2.259 2.988 -0.050
F 1.860 2.161 1.925
H -3.241 0.256 -0.071
H -2.925 -1.869 -0.915
H -1.059 1.788 -0.430
H -0.886 -3.118 -0.971
```

Energy above the lowest of the compared OMol25 structures with the same formula, charge and spin in eV: 0.000
Gap between HOMO and LUMO in eV: 7.77


ORCA calculation (wB97M-V/def2-TZVPD) on a 2-piece molecular cluster, C3H12N2 overall in a non-equilibrium geometry.

The geometry in XYZ format:
```
17
Properties=species:S:1:pos:R:3
C -0.563 1.911 2.968
C -0.606 0.385 2.550
H 0.091 2.137 3.807
H -0.157 2.470 2.123
H -1.566 2.213 3.263
H 0.381 -0.066 2.608
H -1.015 0.242 1.547
H -1.253 -0.049 3.314
N 1.386 -0.537 -2.562
C 0.282 -0.310 -1.583
N -0.513 -1.571 -1.440
H 2.199 -0.091 -2.179
H 0.950 -0.304 -3.440
H -0.390 0.464 -1.946
H 0.660 -0.061 -0.591
H 0.188 -2.282 -1.638
H -1.143 -1.543 -2.237
```

Energy above the lowest of the compared OMol25 structures with the same formula, charge and spin in eV: 0.522
Gap between HOMO and LUMO in eV: 10.13


ORCA calculation (wB97M-V/def2-TZVPD) on C22H38P2Sn as an isolated structure in a non-equilibrium geometry.

The geometry in XYZ format:
```
63
Properties=species:S:1:pos:R:3
P -0.399 -2.976 0.390
P -0.119 3.456 0.597
C -0.234 -0.523 -0.222
C 0.272 0.829 -0.193
H -1.296 -0.591 -0.009
H 0.045 -0.948 -1.160
H 1.151 1.062 -0.801
H -0.542 1.591 -0.163
C -1.590 3.726 -0.428
H -2.339 4.202 0.222
H -2.001 2.779 -0.790
H -1.238 4.356 -1.259
C 1.134 4.107 -0.527
H 0.739 4.230 -1.546
H 2.009 3.451 -0.546
H 1.417 5.069 -0.064
C -1.555 -3.851 -0.725
H -1.763 -4.810 -0.234
H -1.191 -4.054 -1.760
H -2.508 -3.308 -0.816
C 1.163 -3.547 -0.356
H 1.811 -2.713 -0.656
H 0.927 -4.166 -1.241
H 1.696 -4.131 0.405
Sn 1.213 -0.202 1.456
C 0.707 1.265 -2.842
C -0.630 1.167 -2.719
C -1.517 0.343 -3.563
C -1.088 -1.115 -3.884
C -0.080 -1.739 -2.964
C 1.234 -1.531 -2.976
C 1.963 -0.652 -3.923
C 1.484 0.808 -4.007
C 1.438 -1.890 2.836
H 1.271 1.876 -2.139
H -1.163 1.983 -2.243
H -1.715 0.839 -4.532
H -2.496 0.256 -3.066
H -2.007 -1.734 -3.829
H -0.735 -1.213 -4.928
H -0.486 -2.432 -2.225
H 1.842 -2.171 -2.355
H 1.964 -1.075 -4.942
H 3.011 -0.616 -3.600
H 2.383 1.442 -4.100
H 0.889 0.982 -4.910
H 1.877 -1.493 3.769
H 2.158 -2.584 2.387
H 0.532 -2.449 3.111
C -0.936 0.470 2.510
C -0.742 0.631 3.974
C 0.463 1.198 4.428
C 0.842 1.087 5.763
C -0.057 0.601 6.727
C -1.320 0.157 6.298
C -1.665 0.180 4.945
H -1.153 1.433 2.011
H -1.631 -0.328 2.199
H 1.150 1.673 3.723
H 1.840 1.384 6.073
H 0.219 0.586 7.785
H -2.015 -0.218 7.038
H -2.634 -0.161 4.596
```

Energy above the lowest of the compared OMol25 structures with the same formula, charge and spin in eV: 1.509
Gap between HOMO and LUMO (alpha / beta) in eV: 5.33 / 6.09


ORCA calculation (wB97M-V/def2-TZVPD) on one molecule with the formula C2H4N4O in a non-equilibrium geometry.

The geometry in XYZ format:
```
11
Properties=species:S:1:pos:R:3
N 2.129 0.349 0.009
C 0.799 0.088 0.004
N 0.282 -0.992 0.590
N -1.138 -0.770 0.360
C -1.239 0.535 -0.375
O -2.413 0.908 -0.354
N -0.037 1.014 -0.569
H 2.781 -0.406 0.153
H 2.432 1.127 -0.558
H -1.541 -1.589 -0.093
H -2.056 -0.264 0.833
```

Energy above the lowest of the compared OMol25 structures with the same formula, charge and spin in eV: 2.365
Gap between HOMO and LUMO in eV: 9.97


ORCA calculation (wB97M-V/def2-TZVPD) on a 3-piece molecular cluster, C4H13O4 overall in a non-equilibrium geometry.

The geometry in XYZ format:
```
21
Properties=species:S:1:pos:R:3
C -1.201 -0.375 0.215
C -1.977 0.902 0.331
C -1.040 2.107 0.352
O -0.079 2.029 1.350
C -0.366 -0.606 -1.016
O 0.760 -1.409 -0.663
H -0.475 -0.254 1.008
H -1.621 -1.314 0.601
H -2.515 0.843 1.287
H -2.914 1.014 -0.254
H -0.512 2.207 -0.595
H -1.610 3.036 0.446
H 0.136 0.300 -1.352
H -0.951 -1.031 -1.838
H 1.233 -0.844 -0.012
H 0.671 1.303 0.992
H 2.035 0.068 1.445
O 1.706 0.456 0.623
H 3.138 -2.443 -0.375
H 2.453 -2.814 -1.557
O 3.129 -3.174 -0.988
```

Energy above the lowest of the compared OMol25 structures with the same formula, charge and spin in eV: 1.141
Total charge: -1
Gap between HOMO and LUMO in eV: 8.79


ORCA calculation (wB97M-V/def2-TZVPD) on a 3-piece molecular cluster, C4H4F3O3S overall in a non-equilibrium geometry.

The geometry in XYZ format:
```
15
Properties=species:S:1:pos:R:3
C -1.208 -0.065 -0.499
C -1.939 0.705 -1.277
C 0.064 -0.606 2.359
C 1.580 -0.219 2.429
O 1.172 1.296 -3.300
O 2.198 0.034 3.448
O 1.402 -1.061 -3.648
F 0.145 -0.171 -0.966
F -1.851 1.364 -2.501
F -3.264 0.812 -0.893
S 0.512 -0.001 -3.222
H -0.105 -1.365 1.627
H -0.238 0.283 1.747
H -0.491 -0.715 3.183
H 2.025 -0.290 1.514
```

Energy above the lowest of the compared OMol25 structures with the same formula, charge and spin in eV: 1.851
Total charge: -1
Gap between HOMO and LUMO (alpha / beta) in eV: 5.57 / 4.64
Multiplicity: 3
⟨S²⟩: 2.01


ORCA calculation (wB97M-V/def2-TZVPD) on a 3-piece molecular cluster, C3H12NO2 overall in a non-equilibrium geometry.

The geometry in XYZ format:
```
18
Properties=species:S:1:pos:R:3
C -1.596 0.293 2.360
C -0.399 0.511 1.514
C -0.263 1.562 0.714
N 1.006 1.576 -0.055
H -2.479 0.929 2.145
H -2.062 -0.692 2.177
H -1.541 0.380 3.448
H 0.416 -0.161 1.712
H -0.987 2.302 0.433
H 1.733 2.038 0.498
H 1.408 0.622 -0.278
H 1.056 1.970 -0.996
H 0.641 -1.209 -1.663
H 1.166 -1.804 -0.343
O 1.054 -0.984 -0.822
H -0.409 -2.420 -4.005
H 0.953 -2.817 -3.379
O 0.306 -2.096 -3.461
```

Energy above the lowest of the compared OMol25 structures with the same formula, charge and spin in eV: 1.050
Total charge: +1
Gap between HOMO and LUMO in eV: 11.28


ORCA calculation (wB97M-V/def2-TZVPD) on one molecule with the formula C5H4N2 in a non-equilibrium geometry.

The geometry in XYZ format:
```
11
Properties=species:S:1:pos:R:3
C 2.620 -0.008 0.015
C 1.519 -0.472 0.198
C 0.150 -0.221 0.099
C -0.998 -0.904 0.343
N -1.992 -0.053 0.004
N -1.554 1.151 -0.449
C -0.214 1.063 -0.398
H 3.670 0.001 0.007
H -1.168 -1.898 0.713
H -2.986 -0.234 0.058
H 0.952 1.575 -0.590
```

Energy above the lowest of the compared OMol25 structures with the same formula, charge and spin in eV: 3.625
Gap between HOMO and LUMO in eV: 9.59


no.,DFT total energy (a.u.)
1,-815.98762
2,-230.97214
3,-1757.63527
4,-372.81341
5,-461.17062
6,-1078.11368
7,-326.47452
8,-302.29511